72
Properties=species:S:1:pos:R:3:forces:R:3 method="wB97M-V/def2-TZVPD" lumo_ev=0.640 de_lowest_kcal_mol=135.49 e_tot_ha=-1608.440969
C -4.733 -6.449 -2.065 2.118 -2.141 -0.966
C -5.328 -5.476 -1.170 1.278 1.823 0.143
O -4.285 -4.838 -0.405 0.810 -0.348 0.292
C -4.319 -3.527 -0.052 1.125 -1.132 0.255
C -2.893 -3.111 0.508 -2.037 3.093 -3.091
O -5.295 -2.851 -0.211 0.289 0.486 0.143
H -5.488 -6.853 -2.726 -0.224 -0.192 -0.165
H -4.217 -7.308 -1.558 -0.752 0.673 -0.097
H -3.935 -6.045 -2.678 -0.034 0.407 -0.280
H -5.793 -4.703 -1.745 -0.921 0.399 -0.056
H -5.937 -6.024 -0.532 -1.665 -0.259 1.442
H -2.305 -3.894 0.917 0.068 -0.541 0.850
H -3.104 -2.109 1.040 0.900 -1.915 -0.394
H -2.336 -2.801 -0.487 -0.961 -0.454 1.824
C 0.559 -3.128 -3.875 1.469 -1.806 0.935
C 0.293 -2.028 -2.875 1.544 0.098 -0.322
O -1.043 -1.643 -2.874 -1.389 0.107 0.386
C -1.547 -0.754 -3.758 0.501 0.878 -0.138
C -3.015 -0.627 -3.541 -1.199 -0.660 -0.546
O -0.919 -0.092 -4.560 -0.075 -1.036 0.792
H 0.455 -2.881 -4.914 -0.324 0.441 -0.378
H 0.093 -4.114 -3.678 -0.552 0.795 0.043
H 1.613 -3.440 -3.730 -0.144 0.484 -0.236
H 0.620 -2.302 -1.845 -0.698 -0.048 -0.620
H 0.913 -1.169 -3.132 0.043 0.146 -0.143
H -3.268 -0.014 -2.676 0.237 -0.124 0.126
H -3.501 -1.621 -3.432 0.440 0.592 0.200
H -3.470 -0.165 -4.417 0.166 0.129 0.034
C 1.103 6.989 4.812 0.473 -1.166 -0.247
C 0.082 6.322 4.173 1.005 -0.173 0.952
C 0.234 4.963 3.960 -0.227 -1.040 -0.481
N 1.296 4.215 4.295 0.665 1.702 1.059
C 2.295 4.913 4.977 -2.056 -1.535 -1.265
C 2.219 6.259 5.210 -0.005 -0.120 -0.021
H 1.059 8.018 5.006 -0.156 1.308 0.281
H -0.842 6.798 3.997 -0.829 0.456 -0.554
H -0.627 4.469 3.477 0.677 -0.164 0.183
H 3.101 4.309 5.374 0.078 0.027 -0.241
H 3.043 6.677 5.740 0.337 0.634 0.298
C 2.360 3.779 -2.261 -0.812 1.095 -0.978
C 1.383 4.329 -1.445 1.108 -1.197 1.446
C 1.449 3.898 -0.105 -3.913 0.540 -0.591
N 2.353 3.109 0.378 1.107 -1.315 0.675
C 3.291 2.641 -0.448 0.344 -0.116 0.113
C 3.339 2.942 -1.806 0.402 -0.809 2.148
H 2.263 4.005 -3.287 0.245 0.177 -1.185
H 0.560 4.941 -1.767 0.009 0.071 -0.316
H 0.438 3.954 0.462 2.052 0.557 -0.257
H 4.004 1.904 -0.038 -0.355 0.684 -0.062
H 4.145 2.424 -2.299 -0.205 0.295 -0.976
C -0.334 1.327 2.633 -0.545 -0.410 -0.076
C -1.689 1.387 3.007 0.951 -0.563 -0.572
C -2.650 0.714 2.242 1.476 1.104 0.366
N -2.318 0.097 1.124 -0.669 -0.267 0.209
C -1.039 0.039 0.798 -0.300 0.009 -0.813
C 0.002 0.616 1.488 0.262 -0.083 0.012
H 0.435 1.777 3.239 0.048 0.312 0.101
H -1.908 1.921 3.901 -0.524 0.282 0.549
H -3.678 0.756 2.495 -0.867 -0.073 0.253
H -0.924 -0.453 -0.146 0.678 -0.393 -0.437
H 1.020 0.480 1.100 -0.417 0.306 0.388
C 3.952 -0.871 0.642 1.440 -0.433 -0.916
C 4.922 -0.822 -0.417 -1.126 1.268 0.877
C 5.241 -1.993 -1.050 -0.914 -1.361 0.084
N 4.602 -3.158 -0.774 0.240 0.407 -0.390
C 3.707 -3.189 0.197 0.873 -0.622 -0.551
C 3.458 -2.096 1.021 -0.078 -0.496 -1.386
H 3.637 0.022 1.136 0.006 0.448 0.322
H 5.303 0.171 -0.740 -0.087 -0.979 0.241
H 5.908 -2.128 -1.882 0.494 0.594 -0.105
H 3.202 -4.167 0.263 0.107 0.642 0.506
H 2.786 -2.318 1.789 -1.013 0.504 1.321